The following is a DFT calculation (ωB97M-V/def2-TZVPD) of 2 unconnected molecules or ions with the total composition C5H6N in a non-equilibrium geometry.

Output
- relative energy (zero: lowest compared OMol25 entry of this formula, charge and spin) (kcal/mol) = 168.7
- LUMO energy (alpha / beta) (eV) = -6.0 / -6.0
- total energy (eV) = -6757.8641
- frontier orbital gap (alpha / beta) (eV) = 7.72 / 7.72
- charge = +1

Each line ends with the natural charge from an NBO analysis.
CARTESIAN COORDINATES (ANGSTROEM)
1 C -2.20704 0.45784 0.31869  -0.1282
2 C -1.00475 0.03412 0.00482  0.0102
3 C 2.51447 -1.36251 -0.34760  0.0609
4 C 1.02113 0.39434 0.35558  0.2544
5 C -2.00612 -1.01347 -0.33844  -0.3742
6 N 1.92326 -0.34033 0.02038  -0.2976
7 H -2.76636 1.31342 0.50905  0.2599
8 H 2.55516 -2.15509 0.38555  0.2425
9 H 2.82753 -1.55680 -1.45742  0.2680
10 H 1.03083 1.38549 0.82825  0.2595
11 H -2.28714 -1.88693 0.31014  0.2168
12 H -2.68605 -1.01262 -1.23890  0.2277


The following is a DFT calculation (ωB97M-V/def2-TZVPD) of a molecular structure, C5H6N in a non-equilibrium geometry.

Output
- relative energy (zero: lowest compared OMol25 entry of this formula, charge and spin) (kcal/mol) = 126.7
- LUMO energy (eV) = -5.7
- total energy (eV) = -6759.6823
- frontier orbital gap (eV) = 7.58
- charge = +1

Each line ends with the natural charge from an NBO analysis.
CARTESIAN COORDINATES (ANGSTROEM)
1 C 1.98368 0.60024 0.07651  -0.3612
2 C 0.46845 -1.40840 -0.26225  -0.4297
3 C 0.56338 0.90063 0.18472  -0.2872
4 C 1.65472 -0.69675 -0.15759  0.5222
5 C -0.27355 -0.20651 0.02163  0.0017
6 N -1.72125 -0.02594 -0.07387  -0.6770
7 H 2.88884 1.13248 0.28584  0.3084
8 H 0.28937 -2.42808 -0.22628  0.2859
9 H 0.28157 1.88864 0.36081  0.2585
10 H -1.68800 1.00812 -0.25129  0.4670
11 H -2.35548 -0.19928 0.86659  0.4608
12 H -2.09173 -0.56515 -0.82486  0.4506